This record from the OMol25 dataset describes a cluster of 2 separate species, C2H6OS2 in total. The level of theory is ωB97M-V with the def2-TZVPD basis set.

```
11
Properties=species:S:1:pos:R:3
C 1.883 -0.343 0.599
C 1.897 0.242 -0.580
O -1.998 1.744 0.171
S -3.166 -0.974 -0.084
S -1.519 0.386 0.009
H -3.284 -1.079 1.241
H 2.500 -1.200 0.815
H 1.263 0.012 1.406
H 2.523 -0.107 -1.385
H 1.288 1.105 -0.797
H -1.387 0.214 -1.395
```

Properties
Gap between HOMO and LUMO ... 10.16 eV
Net charge ... 0
Energy above the lowest of the compared OMol25 structures with the same formula, charge and spin ... 37.9 kcal per mole
Total energy ... -25887.0533 eV

In elementary charge units, the natural (NBO) charges are: atom 1 (C): -0.38, atom 2 (C): -0.39, atom 3 (O): -0.94, atom 4 (S): -0.24, atom 5 (S): 1.01, atom 6 (H): 0.13, atom 7 (H): 0.19, atom 8 (H): 0.19, atom 9 (H): 0.20, atom 10 (H): 0.19, atom 11 (H): 0.03